1.
ORCA calculation (wB97M-V/def2-TZVPD) on a molecular structure, C31H53InN6O5S.

Structure (ORCA input):
```
! RIJCOSX wB97M-V def2-TZVPD def2/J DEFGRID3
* xyz 2 1
In 0.6805 -0.3248 0.0067
C 1.7115 0.0726 3.1761
C 0.8466 1.2898 2.8988
C -0.5968 1.1682 3.4923
C -1.5963 -0.0083 3.2814
C -1.1925 -1.2920 4.0009
C -2.9715 0.4491 3.7466
N -1.6301 -0.2949 1.7909
C -2.6801 -1.0751 1.0675
C -2.5793 -0.8181 -0.4507
N -1.2520 -1.0725 -1.0996
C -1.0172 -2.5304 -1.0947
C -0.4497 -3.0509 0.2223
O -0.5031 -4.2162 0.4975
O 0.1543 -2.1448 0.9843
C -1.1817 -0.5527 -2.5426
C -2.0850 0.6336 -2.8545
C 0.2885 -0.3694 -3.0137
C 1.1414 0.9221 -2.8203
C 2.5704 0.5600 -3.2146
C 0.6729 2.1154 -3.6555
N 1.0667 1.2993 -1.3626
C 2.0609 2.2010 -0.7160
C 2.1998 1.9211 0.8121
N 0.8735 1.6948 1.4429
C 0.1240 2.9622 1.2303
C -0.9111 2.8169 0.1277
O -1.0729 3.6922 -0.6948
O -1.4546 1.6467 0.1197
H 1.5892 -0.2283 4.2154
H 2.7689 0.2805 3.0199
H 1.4425 -0.7903 2.5587
H 1.2761 2.1325 3.4552
H -1.1519 2.0698 3.2442
H -0.4526 1.2202 4.5736
H -1.0217 -1.0833 5.0560
H -0.2870 -1.7407 3.5910
H -1.9898 -2.0339 3.9403
H -2.9204 0.7381 4.7958
H -3.7014 -0.3563 3.6674
H -3.3286 1.3088 3.1769
H -1.5242 0.6185 1.2319
H -0.8064 -0.8974 1.6737
H -3.6691 -0.7390 1.3729
H -2.5777 -2.1273 1.3352
H -2.8394 0.2149 -0.6305
H -3.3305 -1.4559 -0.9270
H -0.2859 -2.8004 -1.8605
H -1.9308 -3.0855 -1.3168
H -1.5627 -1.3800 -3.1498
H -1.9162 1.5050 -2.2253
H -3.1350 0.3574 -2.7792
H -1.9119 0.9138 -3.8931
H 0.2781 -0.5510 -4.0897
H 0.8876 -1.1954 -2.5980
H 2.5681 0.1708 -4.2323
H 2.9915 -0.2012 -2.5570
H 3.2209 1.4339 -3.2076
H 0.5039 1.8098 -4.6876
H 1.4392 2.8908 -3.6646
H -0.2452 2.5596 -3.2736
H 0.1475 1.7296 -1.2688
H 1.7777 3.2366 -0.9019
H 3.0436 2.0321 -1.1523
H 2.7138 2.7791 1.2571
H 2.8326 1.0494 0.9697
H 0.8123 3.7704 0.9887
H -0.4076 3.2714 2.1237
C 7.4627 -3.1786 0.3128
C 6.5499 -2.1251 -0.3049
C 5.4656 -2.7318 -1.1917
N 4.4311 -3.4284 -0.4165
C 3.3539 -2.8989 0.1235
S 3.1381 -1.1714 0.0038
N 2.4907 -3.6605 0.7975
C 2.5087 -5.1081 0.9800
O 2.3201 -5.5209 2.0825
C 2.7177 -5.9358 -0.2270
C 3.1670 -7.2421 -0.0420
C 3.3352 -8.0746 -1.1357
C 3.0402 -7.6112 -2.4105
C 2.5783 -6.3128 -2.5977
C 2.4209 -5.4743 -1.5096
H 8.2234 -2.7125 0.9361
H 7.9714 -3.7541 -0.4614
H 6.9062 -3.8736 0.9452
H 7.1325 -1.4366 -0.9194
H 6.0750 -1.5300 0.4792
H 5.8983 -3.4813 -1.8546
H 4.9836 -1.9745 -1.8078
H 4.5805 -4.4163 -0.2540
H 1.7993 -3.1907 1.3729
H 3.3719 -7.5904 0.9614
H 3.6883 -9.0863 -0.9946
H 3.1641 -8.2644 -3.2633
H 2.3374 -5.9624 -3.5921
H 2.0506 -4.4650 -1.6518
*
```

The frontier orbital gap is 8.583 eV. The HOMO energy comes out at -14.27 eV.


2.
ORCA calculation (wB97M-V/def2-TZVPD) on a molecular structure, C31H54ClLaP.

Structure (ORCA input):
```
! RIJCOSX wB97M-V def2-TZVPD def2/J DEFGRID3
* xyz -1 1
La 3.1372 0.3934 1.5618
P -0.3665 0.4190 -2.2185
Cl 2.4103 2.6357 0.5644
C -1.2769 -0.2904 -0.7191
H -1.7179 0.6192 -0.2510
H -0.4101 -0.4292 -0.0608
C 1.4726 0.5029 -2.1090
C -1.1159 2.0961 -2.1956
C 2.1540 0.7368 -3.4652
H 1.6378 1.3988 -1.4733
C 3.6682 0.9852 -3.2966
H 2.0157 -0.1515 -4.1151
H 1.7031 1.5973 -4.0015
C 4.3417 -0.1339 -2.4969
H 4.1159 1.0754 -4.2950
H 3.7902 1.9361 -2.7919
C 3.6232 -0.3066 -1.1422
H 4.3231 -1.0763 -3.0439
H 5.3989 0.1291 -2.3268
C 2.1451 -0.6834 -1.3906
H 4.1285 -1.0491 -0.5046
H 3.6562 0.7224 -0.6810
H 2.0656 -1.5850 -1.9932
H 1.6132 -0.9023 -0.4495
C -0.8391 -0.5838 -3.6651
C -2.6005 2.0264 -2.5781
H -1.0357 2.3847 -1.1260
C -3.2836 3.3663 -2.2916
H -2.6849 1.8020 -3.6624
H -3.1238 1.2243 -2.0521
C -2.5659 4.5532 -2.9380
H -4.3181 3.3173 -2.6232
H -3.2997 3.5119 -1.1987
C -1.0543 4.5541 -2.6934
H -2.7480 4.5382 -4.0233
H -2.9931 5.4837 -2.5639
C -0.3755 3.2025 -2.9734
H -0.5642 5.3225 -3.2951
H -0.8666 4.8112 -1.6347
H -0.4118 2.9816 -4.0586
H 0.6743 3.2465 -2.6773
C -0.1011 -1.9285 -3.7048
H -1.9081 -0.8025 -3.5023
C -0.6591 -2.8252 -4.8247
H 0.9776 -1.7482 -3.9184
H -0.1320 -2.4244 -2.7147
C -0.6968 -2.1233 -6.1939
H -0.0590 -3.7291 -4.9111
H -1.6741 -3.1390 -4.5554
C -1.3273 -0.7255 -6.1405
H 0.2965 -2.0709 -6.6208
H -1.3007 -2.7326 -6.8931
C -0.7076 0.1430 -5.0255
H -1.1965 -0.2093 -7.0956
H -2.3995 -0.8050 -5.9651
H 0.3290 0.3477 -5.2445
H -1.2411 1.1137 -5.0096
C 1.6717 -4.4481 0.1809
C -2.1323 -1.2950 -0.8700
H 2.2920 -4.5642 -0.7292
C -2.3713 -2.2924 0.1909
H -2.8318 -1.1691 -1.7027
C -1.2662 -2.4998 1.3518
H -3.2050 -1.9361 0.8382
H -2.5296 -3.3109 -0.1481
C -0.4618 -3.7830 1.2204
H -0.6027 -1.6589 1.3692
H -1.7689 -2.5375 2.2929
C 0.8085 -3.4670 0.5411
H -0.2594 -4.2314 2.2359
H -0.9614 -4.5026 0.5463
H 1.2545 -2.4611 0.7678
H 1.9813 -5.1751 0.9475
C -1.0737 1.2509 3.7647
C 0.2445 0.5454 4.0850
C 1.1391 1.4580 4.9237
C -0.0539 -0.7563 4.8394
C 0.9470 0.2208 2.8296
C 1.0700 -0.2561 1.6757
H -1.5906 1.5181 4.6959
H -1.7394 0.6105 3.1825
H -0.8896 2.1710 3.2006
H 0.6204 1.7399 5.8480
H 2.0727 0.9464 5.1955
H 1.3968 2.3643 4.3743
H -0.6685 -1.4236 4.2484
H 0.8755 -1.2637 5.1027
H -0.5932 -0.5303 5.7775
*
```

The frontier orbital gap (spin up / spin down) is 3.123 / 3.237 eV. The HOMO energy (spin up / spin down) comes out at -0.82 / -1.01 eV.


3.
ORCA calculation (wB97M-V/def2-TZVPD) on 12 unconnected molecules or ions with the total composition C31H54N12O26.

Structure (ORCA input):
```
! RIJCOSX wB97M-V def2-TZVPD def2/J DEFGRID3
* xyz 0 1
C -1.9483 -7.9094 -2.3083
C -1.9525 -6.6050 -2.3110
C -1.8953 -5.0270 -2.4544
C -3.2625 -4.2452 -2.2009
C -3.3287 -2.6683 -2.2658
C -4.7464 -1.9798 -1.9495
C -5.7209 -2.2103 -3.2255
C -6.6117 -3.5832 -3.0726
C -6.2529 -4.6632 -4.2500
O -7.0062 -5.9086 -4.0975
C -6.4482 -6.7335 -3.0393
C -1.9893 -1.9071 -2.5964
C -0.6214 -2.6925 -2.8606
C -0.5491 -4.2881 -2.7922
N 0.7740 -4.9131 -3.0114
C 1.3285 -5.5640 -1.7801
C 0.8088 -5.7985 -4.2038
C 1.3891 -5.1607 -5.5899
O 0.4718 -7.0212 -4.2480
C 0.6751 -1.7790 -3.1583
O 1.6950 -2.2065 -3.7895
C 0.7502 -0.2523 -2.6251
C -0.5044 0.3976 -2.3944
C -1.9479 -0.3053 -2.6399
O -2.9521 0.4583 -2.8197
H -2.1032 -9.0561 -2.3095
H -4.2449 -4.8183 -1.9604
H -4.6837 -0.8928 -1.5884
H -5.2081 -2.5919 -1.0709
H -5.0219 -2.4190 -4.1311
H -6.3590 -1.2887 -3.4646
H -7.7205 -3.2935 -3.2193
H -6.4956 -4.0360 -2.0202
H -5.1104 -4.8848 -4.3045
H -6.5426 -4.2323 -5.2740
H -6.2153 -6.1698 -2.0617
H -5.4535 -7.2517 -3.3594
H -7.2565 -7.5218 -2.7768
H 0.9914 -6.6479 -1.6122
H 2.4890 -5.4850 -1.8641
H 1.0445 -4.9080 -0.8599
H 2.1681 -4.3484 -5.3583
H 0.5638 -4.8408 -6.3183
H 1.9674 -6.0341 -6.0964
H 1.7843 0.2115 -2.4642
H -0.5236 1.4875 -1.9945
C 0.1025 3.5821 1.1023
N 0.5200 2.6914 -0.0117
O 0.5713 1.4905 0.2168
O 0.7831 3.2278 -1.0813
H -0.0975 2.9748 1.9821
H 0.9196 4.2763 1.2913
H -0.7983 4.1073 0.7836
C 4.2318 2.1304 2.2343
N 3.4359 3.1850 2.9143
O 4.0472 4.0101 3.5822
O 2.2215 3.1518 2.7564
H 5.2863 2.2831 2.4615
H 3.8919 1.1676 2.6128
H 4.0513 2.2212 1.1638
C 4.9031 5.9472 1.0921
N 5.3186 5.0449 -0.0138
O 5.3654 3.8427 0.2244
O 5.5843 5.5712 -1.0840
H 4.6994 5.3478 1.9777
H 5.7241 6.6406 1.2765
H 4.0052 6.4732 0.7678
C -6.9462 -10.0094 -5.4706
N -6.4491 -10.0838 -4.0719
O -7.2880 -10.1358 -3.1802
O -5.2362 -10.0876 -3.9169
H -8.0353 -10.0140 -5.4571
H -6.5697 -9.0829 -5.9043
H -6.5633 -10.8803 -6.0023
C -9.3901 0.6726 -4.0687
N -9.5631 -0.5346 -3.2184
O -8.5693 -1.2163 -3.0003
O -10.6892 -0.7576 -2.7984
H -8.3452 0.7449 -4.3681
H -10.0339 0.5557 -4.9403
H -9.6817 1.5381 -3.4740
C 6.2121 0.7662 5.9659
N 5.8462 0.8280 4.5264
O 5.0266 0.0147 4.1180
O 6.3956 1.6930 3.8534
H 5.6523 -0.0428 6.4353
H 7.2800 0.5785 6.0239
H 5.9557 1.7253 6.4156
C -8.9468 -1.0152 0.0090
N -7.9420 -1.1143 1.1003
O -7.0238 -1.9088 0.9481
O -8.1090 -0.3912 2.0722
H -8.6742 -1.7092 -0.7841
H -9.9175 -1.2743 0.4312
H -8.9350 0.0117 -0.3564
C -1.0200 1.1247 4.9406
N -2.0173 2.1432 4.5189
O -3.0203 2.2651 5.2059
O -1.7570 2.7858 3.5106
H -1.3793 0.6343 5.8443
H -0.9185 0.4072 4.1264
H -0.0805 1.6437 5.1307
C 8.4866 3.3384 8.9172
N 7.7406 2.6068 7.8598
O 6.5996 2.9863 7.6124
O 8.3257 1.6771 7.3146
H 7.8514 4.1310 9.3109
H 8.7376 2.6211 9.6985
H 9.3833 3.7547 8.4585
C 9.0998 6.8949 2.6043
N 8.2559 8.1104 2.7483
O 8.6578 8.9878 3.4992
O 7.2183 8.1417 2.1018
H 9.9836 7.0045 3.2314
H 8.5031 6.0406 2.9242
H 9.3798 6.8117 1.5542
C 9.3105 12.5701 2.9884
N 10.7246 12.9791 3.1954
O 10.9688 13.6875 4.1621
O 11.5412 12.5746 2.3797
H 8.7006 12.9987 3.7825
H 8.9978 12.9483 2.0153
H 9.2750 11.4811 3.0204
*
```

The frontier orbital gap is 7.453 eV. Its SMILES is C#Cc1cc(CCCCOC)c2c(c1N(C)C(C)=O)C(=O)C=CC2=O.C[N+](=O)[O-].C[N+](=O)[O-].C[N+](=O)[O-].C[N+](=O)[O-].C[N+](=O)[O-].C[N+](=O)[O-].C[N+](=O)[O-].C[N+](=O)[O-].C[N+](=O)[O-].C[N+](=O)[O-].C[N+](=O)[O-]. The HOMO energy comes out at -8.56 eV.


| no. | maximum force (eV/A) |
| --- | --- |
| 1 | 0.559 |
| 2 | 5.429 |
| 3 | 5.796 |